(1)
The following is a DFT calculation (ωB97M-V/def2-TZVPD) of a molecular structure, C22H36CrN3O8P2S2Te.

Last column: Mulliken charge in e.
Element x y z (Å)
Cr  0.154  0.731  -1.189  -0.28
O  1.110  0.166  0.336  0.46
N  1.243  1.047  1.293  -1.23
N  0.563  2.124  1.076  1.37
O  0.070  2.348  -0.125  -0.38
C  0.316  3.051  2.089  -0.48
C  1.124  3.134  3.220  0.12
C  0.788  4.034  4.213  -0.74
C  -0.335  4.837  4.092  -0.46
C  -1.137  4.742  2.966  -0.73
C  -0.810  3.861  1.956  -0.19
H  1.994  2.501  3.299  0.48
H  1.407  4.118  5.092  0.41
H  -0.584  5.542  4.869  0.41
H  -2.020  5.356  2.877  0.40
H  -1.421  3.753  1.073  0.48
O  -0.916  1.809  -2.717  -0.31
C  -1.127  1.046  -3.887  -0.64
C  -0.905  -0.414  -3.588  0.39
C  -1.460  -1.381  -4.400  -0.94
C  -1.074  -2.708  -4.235  -0.39
C  -0.111  -2.989  -3.286  -1.03
C  0.325  -1.971  -2.448  -1.15
N  -0.084  -0.706  -2.561  1.09
H  -0.599  2.694  -2.937  0.30
H  -0.408  1.332  -4.668  0.37
H  -2.145  1.223  -4.264  0.40
H  -2.172  -1.097  -5.159  0.48
H  -1.505  -3.483  -4.847  0.47
H  0.266  -3.988  -3.147  0.48
H  1.054  -2.156  -1.676  1.10
C  -2.113  -1.936  4.086  -1.51
C  -1.090  -1.090  3.340  0.43
C  -1.452  0.384  3.353  -0.76
O  -0.882  -1.573  2.009  -0.49
P  -1.803  -1.640  0.719  0.89
S  -1.138  -3.185  -0.304  -0.50
S  -1.989  0.183  -0.232  -0.17
O  -3.244  -1.900  1.373  -0.25
C  -4.507  -1.978  0.713  0.37
C  -4.415  -2.438  -0.734  -1.36
C  -5.230  -0.639  0.803  -1.15
H  -1.939  -1.862  5.158  0.51
H  -2.012  -2.977  3.786  0.35
H  -3.121  -1.602  3.861  0.20
H  -0.101  -1.227  3.794  0.38
H  -2.330  0.560  2.737  0.14
H  -0.625  0.967  2.962  0.01
H  -1.657  0.705  4.372  0.60
H  -5.047  -2.729  1.305  0.29
H  -3.913  -1.676  -1.327  0.23
H  -5.418  -2.598  -1.127  0.50
H  -3.851  -3.366  -0.799  0.35
H  -4.671  0.114  0.252  0.22
H  -5.330  -0.322  1.837  0.30
H  -6.220  -0.733  0.364  0.47
C  6.448  1.179  -3.431  -1.42
C  5.602  0.519  -2.355  0.05
O  4.249  0.857  -2.575  -0.38
P  3.130  0.689  -1.427  0.96
O  1.926  1.224  -2.137  -0.96
Te  3.869  1.736  0.576  -0.21
O  2.959  -0.920  -1.311  -0.01
C  3.685  -1.712  -0.378  -0.26
C  2.766  -2.473  0.569  -1.10
H  7.490  0.893  -3.321  0.40
H  6.365  2.259  -3.343  0.34
H  6.094  0.878  -4.415  0.32
H  5.912  0.877  -1.362  0.25
H  5.718  -0.572  -2.386  0.17
H  4.350  -1.060  0.205  0.43
H  4.308  -2.407  -0.953  0.31
H  1.998  -1.805  0.949  0.04
H  3.349  -2.860  1.404  0.43
H  2.276  -3.304  0.070  0.33

Summary:
Spin multiplicity: 4
Calculated total energy, Eh: -4417.8148
LUMO level (spin up / spin down), eV: -0.062 / -0.312
Gap between HOMO and LUMO (spin up / spin down), eV: 6.78 / 6.51
Expectation value of S²: 3.782

=====

(2)
The following is a DFT calculation (ωB97M-V/def2-TZVPD) of a molecular structure, C22H36F6N2PSSi2W.

Last column: Mulliken charge in e.
Element x y z (Å)
W  0.138  -0.179  -0.418  -1.03
C  1.685  2.538  -2.074  -1.14
C  0.800  2.693  -3.192  -1.19
C  -0.475  2.541  -2.766  -0.53
C  -0.489  2.290  -1.306  3.81
C  0.966  2.221  -0.949  -1.72
H  2.757  2.673  -2.105  0.54
H  1.112  2.873  -4.212  0.47
H  -1.368  2.521  -3.373  0.54
H  -1.097  1.347  -1.181  -1.66
H  1.333  2.314  0.059  0.96
C  -0.416  4.156  1.192  -0.99
Si  -1.494  3.524  -0.211  0.22
C  -3.075  2.764  0.428  -0.82
C  -1.915  4.987  -1.328  -1.24
N  -0.402  0.658  1.153  1.00
C  -0.651  -0.101  2.266  -0.34
C  -1.079  0.398  3.497  -0.47
C  -1.329  -0.469  4.549  -0.79
C  -1.164  -1.839  4.356  -1.02
C  -0.760  -2.356  3.133  -0.84
C  -0.506  -1.498  2.057  1.50
N  -0.151  -1.844  0.761  1.35
Si  0.041  -3.538  0.340  0.55
C  -1.613  -4.424  0.457  -1.14
C  1.324  -4.351  1.479  -1.35
C  0.674  -3.746  -1.412  -0.95
H  -0.976  4.882  1.791  0.41
H  0.479  4.653  0.810  0.31
H  -0.110  3.330  1.837  0.19
H  -3.602  3.505  1.038  0.41
H  -2.877  1.882  1.036  0.14
H  -3.733  2.462  -0.390  0.27
H  -2.440  5.762  -0.762  0.35
H  -2.559  4.678  -2.155  0.33
H  -1.011  5.429  -1.755  0.33
H  -1.204  1.470  3.600  0.40
H  -1.659  -0.094  5.510  0.38
H  -1.363  -2.520  5.175  0.39
H  -0.665  -3.428  3.024  0.25
H  -2.113  -4.250  1.413  0.35
H  -1.478  -5.504  0.335  0.39
H  -2.280  -4.066  -0.331  0.20
H  0.872  -4.927  2.290  0.38
H  1.969  -3.590  1.929  0.33
H  1.960  -5.033  0.907  0.43
H  -0.037  -3.372  -2.150  0.16
H  0.804  -4.821  -1.581  0.44
H  1.639  -3.263  -1.579  0.19
S  1.029  -0.979  -3.930  -0.27
C  0.670  -0.675  -2.460  -0.29
C  3.868  -0.025  -1.606  -1.43
C  3.461  0.319  -0.177  1.57
C  4.614  -0.019  0.773  -1.83
C  2.197  -0.424  0.259  -1.14
H  4.813  0.457  -1.876  0.43
H  3.111  0.279  -2.326  0.07
H  4.004  -1.108  -1.706  0.29
H  3.300  1.400  -0.109  -0.03
H  4.817  -1.095  0.756  0.34
H  4.366  0.254  1.802  0.41
H  5.533  0.502  0.490  0.46
H  2.099  -0.330  1.347  0.40
H  2.381  -1.497  0.091  0.26
F  -3.032  -0.275  -0.325  -0.31
P  -3.283  -0.916  -1.790  1.50
F  -3.433  -1.555  -3.255  -0.39
F  -4.800  -0.409  -1.797  -0.36
F  -1.684  -1.410  -1.766  -0.58
F  -3.697  -2.314  -1.121  -0.41
F  -2.795  0.485  -2.466  -0.40

Summary:
Spin multiplicity: 3
Total charge: -1
Calculated total energy, Eh: -2954.5030
LUMO level (spin up / spin down), eV: 1.689 / 1.753
Gap between HOMO and LUMO (spin up / spin down), eV: 5.53 / 6.37
Energy relative to the best compared isomer or geometry (same formula, charge and spin), eV: 5.1505
Expectation value of S²: 2.094

=====

(3)
The following is a DFT calculation (ωB97M-V/def2-TZVPD) of 3 unconnected molecules or ions with the total composition C22H36FN3O11P2S.

Last column: Mulliken charge in e.
Element x y z (Å)
C  0.282  -5.600  -1.298  -1.22
C  0.445  -4.331  -0.451  0.39
N  1.172  -4.402  0.579  -0.74
C  -0.248  -3.025  -0.915  0.06
C  0.465  -2.339  -2.075  0.74
C  -0.148  -1.484  -2.885  0.71
C  -1.617  -1.070  -2.792  -1.44
C  -2.643  -2.202  -3.104  -0.22
C  -3.978  -1.555  -3.553  0.14
N  -4.257  -0.224  -3.170  -0.41
O  -4.792  -2.153  -4.186  -0.58
C  0.674  -0.808  -3.992  -0.04
O  0.243  -0.581  -5.068  -0.53
C  2.095  -0.417  -3.565  0.62
N  2.693  0.827  -3.994  -0.45
C  3.494  0.689  -4.873  0.35
S  4.743  0.551  -5.818  -0.33
C  2.708  -1.269  -2.758  0.39
C  4.108  -1.033  -2.186  -1.07
C  3.878  -0.385  -0.762  -0.30
C  3.881  1.153  -0.798  -0.45
F  5.186  1.643  -0.673  -0.35
C  1.951  -2.553  -2.388  -0.15
O  2.483  -3.612  -2.388  -0.53
H  0.030  -5.324  -2.337  0.29
H  1.274  -6.076  -1.334  0.30
H  -0.455  -6.299  -0.879  0.39
H  1.167  -3.474  1.018  0.29
H  -0.178  -2.335  -0.050  0.34
H  -1.296  -3.279  -1.119  -0.18
H  -1.786  -0.282  -3.546  0.54
H  -1.806  -0.573  -1.822  0.52
H  -2.924  -2.793  -2.214  0.17
H  -2.290  -2.884  -3.891  0.37
H  -5.198  0.038  -3.444  0.28
H  -4.135  -0.146  -2.161  0.22
H  4.632  -1.981  -1.995  0.42
H  4.684  -0.350  -2.825  0.29
H  2.875  -0.668  -0.388  0.22
H  4.610  -0.754  -0.027  0.38
H  3.357  1.571  -1.674  0.30
H  3.332  1.538  0.084  0.29
C  -6.246  3.014  -0.826  -0.54
O  -7.275  2.532  0.041  -0.35
P  -6.818  1.595  1.238  1.04
O  -5.747  0.644  0.914  -0.60
O  -8.179  0.942  1.722  -0.31
C  -8.844  0.078  0.795  -0.66
O  -6.481  2.625  2.393  -0.32
C  -5.955  2.092  3.614  -0.63
H  -6.080  2.289  -1.623  0.15
H  -6.569  3.956  -1.262  0.25
H  -5.316  3.177  -0.281  0.33
H  -8.140  -0.619  0.340  0.32
H  -9.330  0.672  0.020  0.27
H  -9.601  -0.485  1.337  0.25
H  -4.867  2.081  3.564  0.25
H  -6.321  1.082  3.800  0.32
H  -6.269  2.737  4.431  0.25
C  4.946  4.845  4.040  -0.62
O  5.428  3.698  4.748  -0.36
P  5.175  2.279  4.087  1.12
O  3.873  2.119  3.428  -0.66
O  5.458  1.272  5.280  -0.31
C  4.570  1.333  6.398  -0.69
O  6.435  2.089  3.149  -0.33
C  6.465  0.910  2.334  -0.51
H  3.914  5.040  4.328  0.25
H  5.561  5.699  4.314  0.25
H  5.002  4.699  2.961  0.31
H  3.531  1.369  6.068  0.33
H  4.796  2.213  7.002  0.27
H  4.719  0.441  7.002  0.24
H  6.011  1.130  1.370  0.06
H  5.936  0.083  2.809  0.32
H  7.503  0.622  2.183  0.35

Summary:
Calculated total energy, Eh: -3032.6969
LUMO level, eV: -0.718
Gap between HOMO and LUMO, eV: 9.00

=====

What is the calculated total energy in the second record?
-2954.5030 Eh

=====

What is the calculated total energy in the first record?
-4417.8148 Eh

=====

The lowest calculated total energy belongs to which entry?
C22H36CrN3O8P2S2Te